ORCA calculation (ωB97M-V/def2-TZVPD) on a 27-piece molecular cluster, C31H98BrF3N3O29 overall at a distorted geometry.

2S+1: 1
Net charge: +1
E_HOMO: -0.3846 Eh
Total energy: -175745.5195 eV
F_max: 8.52 eV/A

Last column: Löwdin charge in e.
Geometry (Å):
C (-7.098, 0.917, -1.922)  -0.13
O (-6.308, -0.138, -2.597)  -0.29
C (-6.777, -0.369, -3.976)  -0.20
C (-5.649, 0.034, -5.134)  -0.17
C (-4.535, 1.121, -4.620)  -0.20
C (-3.274, 1.336, -5.681)  -0.18
C (-2.214, 0.069, -5.694)  -0.20
C (-0.639, 0.528, -5.847)  -0.21
C (0.303, -0.717, -6.432)  -0.20
C (1.859, -0.405, -6.005)  -0.19
C (2.613, -1.654, -5.235)  -0.20
C (3.630, -1.091, -4.034)  -0.17
C (3.531, -2.162, -2.797)  -0.11
C (3.251, -1.499, -1.323)  0.02
N (2.082, -0.605, -0.859)  0.02
C (0.921, -0.088, -1.679)  -0.13
C (-0.111, -1.239, -2.228)  -0.06
C (-1.696, -0.807, -1.933)  -0.05
F (-2.171, 0.615, -1.890)  -0.06
C (-2.763, -1.857, -1.732)  0.00
F (-3.675, -2.183, -2.853)  0.00
F (-2.825, -2.491, -0.374)  -0.02
C (2.320, -0.333, 0.610)  0.00
C (1.476, 0.493, 1.744)  -0.12
C (0.914, 1.958, 1.270)  -0.09
C (0.489, 2.759, 2.676)  -0.21
O (1.438, 3.459, 3.357)  -0.05
N (-0.961, 2.680, 3.198)  0.02
C (-1.059, 1.453, 4.128)  -0.16
C (-0.504, 1.506, 5.704)  -0.01
C (-0.596, 0.148, 6.650)  -0.06
C (-1.249, -1.278, 6.086)  -0.03
C (-1.841, -1.331, 4.557)  -0.04
C (-1.732, 0.024, 3.595)  -0.02
C (3.705, -1.019, 1.155)  -0.10
O (4.300, -0.957, 2.499)  0.00
N (4.149, -1.709, -0.123)  -0.03
C (5.423, -2.501, 0.078)  -0.15
C (5.045, -3.764, 1.105)  -0.66
C (3.534, -4.394, 0.792)  -0.17
Br (6.381, -5.282, 0.981)  0.60
H (-6.814, 0.979, -0.766)  0.10
H (-8.273, 0.746, -2.013)  0.11
H (-6.788, 1.970, -2.369)  0.10
H (-7.745, 0.274, -4.153)  0.12
H (-6.973, -1.523, -4.081)  0.13
H (-6.181, 0.495, -6.078)  0.12
H (-5.085, -0.985, -5.393)  0.10
H (-4.066, 0.712, -3.627)  0.08
H (-5.038, 2.159, -4.350)  0.11
H (-3.704, 1.498, -6.766)  0.12
H (-2.658, 2.278, -5.324)  0.11
H (-2.468, -0.549, -6.680)  0.10
H (-2.308, -0.621, -4.736)  0.09
H (-0.274, 0.867, -4.769)  0.09
H (-0.490, 1.482, -6.543)  0.12
H (-0.142, -1.700, -5.976)  0.10
H (0.211, -0.781, -7.616)  0.10
H (2.524, -0.125, -6.956)  0.10
H (1.847, 0.503, -5.237)  0.10
H (3.200, -2.345, -6.007)  0.10
H (1.746, -2.323, -4.767)  0.10
H (4.715, -1.122, -4.528)  0.13
H (3.419, 0.023, -3.746)  0.11
H (4.599, -2.691, -2.729)  0.11
H (2.739, -3.018, -2.946)  0.13
H (0.279, 0.742, -1.162)  0.10
H (1.398, 0.425, -2.645)  0.13
H (-0.020, -1.268, -3.417)  0.12
H (0.091, -2.323, -1.777)  0.15
H (0.662, -0.233, 2.182)  0.12
H (2.237, 0.698, 2.641)  0.14
H (1.688, 2.550, 0.623)  0.14
H (-0.127, 1.774, 0.714)  0.12
H (-1.150, 3.524, 3.818)  0.10
H (-0.042, 2.483, 6.172)  0.11
H (-0.191, 0.137, 7.771)  0.09
H (-1.269, -2.221, 6.808)  0.09
H (-2.316, -2.352, 4.195)  0.08
H (-2.170, -0.115, 2.495)  0.09
H (3.707, -1.501, 3.096)  0.14
H (5.779, -3.032, -0.926)  0.13
H (6.274, -1.872, 0.578)  0.15
H (5.030, -3.448, 2.233)  0.09
H (3.280, -5.318, 1.502)  0.07
H (3.539, -4.840, -0.315)  0.10
H (2.680, -3.610, 0.970)  0.08
O (2.848, 6.118, 3.435)  -0.06
H (2.508, 5.216, 3.531)  0.00
H (3.792, 5.994, 3.255)  0.03
O (-5.818, -1.535, -7.805)  -0.07
H (-6.725, -1.873, -7.832)  0.05
H (-5.272, -2.313, -7.994)  0.00
O (-1.347, -4.370, 3.842)  -0.08
H (-1.857, -4.422, 3.020)  0.05
H (-1.713, -5.082, 4.389)  0.03
O (6.258, 5.674, 3.381)  -0.07
H (6.265, 5.926, 4.317)  0.02
H (6.507, 4.738, 3.388)  0.03
O (2.385, 0.882, 7.002)  -0.07
H (1.938, 1.123, 6.178)  0.00
H (3.286, 1.220, 6.887)  0.03
O (6.565, 4.243, 5.834)  -0.07
H (6.572, 4.494, 6.769)  0.05
H (6.814, 3.306, 5.841)  0.02
O (0.885, 2.638, -2.258)  -0.07
H (1.204, 3.552, -2.316)  0.07
H (0.050, 2.712, -1.771)  0.04
O (0.227, 1.250, -8.954)  -0.06
H (-0.303, 1.326, -9.762)  0.05
H (0.914, 1.925, -9.060)  0.04
O (3.468, 1.264, -8.485)  -0.07
H (4.359, 1.485, -8.795)  0.05
H (3.323, 0.363, -8.812)  0.04
O (-2.700, 2.347, 8.576)  -0.07
H (-3.649, 2.150, 8.581)  0.03
H (-2.337, 1.732, 7.921)  0.00
O (-4.562, 2.580, 6.653)  -0.08
H (-3.984, 3.308, 6.929)  0.02
H (-4.385, 2.488, 5.704)  0.04
O (-1.505, -1.099, 9.103)  -0.07
H (-0.837, -1.137, 9.804)  0.07
H (-2.256, -0.652, 9.520)  0.06
O (3.004, -4.258, -6.822)  -0.07
H (2.097, -4.597, -6.849)  0.08
H (3.550, -5.036, -7.011)  0.07
O (-2.928, -3.941, 9.752)  -0.06
H (-2.609, -3.028, 9.694)  0.01
H (-3.763, -3.867, 10.239)  0.06
O (-4.148, 4.608, -3.455)  -0.08
H (-4.507, 5.097, -2.699)  0.04
H (-3.967, 3.726, -3.098)  -0.01
O (-2.495, 5.079, 1.180)  -0.06
H (-2.855, 5.568, 1.936)  0.04
H (-2.315, 4.197, 1.537)  0.00
O (6.176, 1.972, 7.233)  -0.07
H (6.844, 1.934, 7.934)  0.03
H (5.425, 2.419, 7.650)  0.05
O (-3.840, -3.671, -7.166)  -0.05
H (-3.833, -3.419, -6.231)  0.06
H (-3.591, -4.607, -7.159)  0.07
O (-2.833, -4.799, 6.701)  -0.07
H (-2.826, -4.547, 7.636)  0.00
H (-2.584, -5.735, 6.708)  0.04
O (8.089, 0.128, 8.214)  -0.06
H (8.980, 0.349, 7.904)  0.05
H (7.944, -0.773, 7.887)  0.05
O (2.523, -5.381, 3.265)  -0.07
H (3.191, -5.418, 3.966)  0.06
H (1.772, -4.933, 3.681)  0.05
O (-4.275, 2.660, -0.976)  -0.06
H (-4.268, 2.912, -0.040)  0.04
H (-4.026, 1.724, -0.968)  0.02
O (0.048, 6.124, 4.212)  -0.06
H (0.939, 6.345, 3.902)  0.00
H (-0.097, 5.224, 3.885)  -0.02
O (-2.214, -1.875, -8.728)  -0.07
H (-2.871, -2.399, -8.247)  -0.02
H (-2.725, -1.448, -9.433)  0.05
O (4.567, -4.796, -4.505)  -0.07
H (4.119, -4.555, -5.329)  -0.02
H (5.468, -4.458, -4.620)  0.05
O (-3.537, 4.428, 5.052)  -0.07
H (-3.218, 5.342, 4.995)  0.06
H (-4.371, 4.502, 5.539)  0.04